[1]
13 unconnected molecules or ions with the total composition C40H85FI2N17O27S2 at a distorted geometry. Source: the Open Molecules 2025 dataset; level of theory: the ωB97M-V functional and the def2-TZVPD basis.

Its spin multiplicity is 1. The value obtained for the LUMO energy is -0.1190 Eh. The value obtained for the energy above the lowest of the compared OMol25 structures with the same formula, charge and spin is 0.000 eV. As for the total charge: +1.

Atoms and positions in Å:
1 C -6.06182 1.43557 6.31468
2 C -6.25648 0.75488 4.95290
3 C -6.58973 1.74183 3.83870
4 C -6.42038 1.03138 2.48245
5 C -5.37719 1.64041 1.50087
6 C -4.35109 0.59762 1.05003
7 C -3.77354 0.96196 -0.31750
8 C -2.61219 0.05962 -0.77739
9 C -1.37014 -0.05346 0.12296
10 C -0.42352 1.13956 -0.20885
11 C 1.02588 0.72875 0.12595
12 C 1.91336 1.82734 0.74399
13 C 1.44091 2.37240 2.07783
14 C 1.61258 3.89211 2.14502
15 C 0.81919 4.62704 1.07810
16 C -0.58256 5.05046 1.54694
17 C -0.76842 6.56115 1.36983
18 C -1.76248 7.25899 2.35504
19 C -1.12969 8.06627 3.48355
20 C -1.04102 7.35555 4.81738
21 S 0.49766 6.39436 5.00734
22 C 0.10518 4.70134 4.98496
23 N -1.04592 4.32334 4.79847
24 N -0.97701 2.96029 4.78505
25 C 0.15479 2.64458 4.96782
26 O 0.92544 3.71842 5.10037
27 N -2.50977 8.05223 1.37403
28 C -3.57241 8.90528 1.77519
29 I -3.17857 10.95779 1.37479
30 C -4.69989 8.57554 2.29914
31 C -5.74146 9.57963 2.64107
32 I -5.16202 6.56249 2.68464
33 C -2.66757 7.33079 0.28063
34 N -3.69918 7.21089 -0.42965
35 C -3.80919 6.41402 -1.66578
36 C -3.35414 4.95178 -1.52673
37 N -1.43639 6.70242 0.04758
38 S -0.51629 7.31370 -1.19735
39 O 0.66119 7.84418 -0.74497
40 O -0.38973 6.32427 -2.12685
41 F -1.44098 8.39874 -1.79198
42 H -5.02018 1.47010 6.60218
43 H -6.39328 2.46531 6.28376
44 H -6.55453 0.90019 7.11064
45 H -5.30134 0.32819 4.67936
46 H -7.01251 -0.04353 5.02887
47 H -7.63998 1.98673 3.96718
48 H -5.98430 2.61565 3.90883
49 H -7.38246 1.06187 1.98810
50 H -6.18491 -0.01036 2.63716
51 H -5.89479 2.06968 0.65467
52 H -4.84960 2.47268 1.95978
53 H -4.84450 -0.36189 0.98400
54 H -3.59815 0.56365 1.82480
55 H -4.57101 0.84095 -1.03500
56 H -3.41268 1.98565 -0.27381
57 H -3.07123 -0.90008 -0.98445
58 H -2.24276 0.46206 -1.71036
59 H -0.83086 -0.95637 -0.11952
60 H -1.59347 -0.08541 1.17897
61 H -0.51702 1.42852 -1.24604
62 H -0.77260 1.98087 0.37862
63 H 1.47447 0.34189 -0.77823
64 H 0.99375 -0.10181 0.81842
65 H 2.00362 2.60158 -0.00393
66 H 2.87416 1.37080 0.92026
67 H 2.04952 1.91632 2.84698
68 H 0.41338 2.12390 2.32904
69 H 1.43367 4.28805 3.12766
70 H 2.66107 4.08021 1.94407
71 H 1.36876 5.51976 0.81244
72 H 0.75014 4.06293 0.16411
73 H -1.28294 4.59099 0.86667
74 H -0.83702 4.68963 2.52961
75 H 0.14310 7.11860 1.50259
76 H -2.22268 6.38800 2.81028
77 H -1.75313 8.94130 3.63128
78 H -0.16659 8.45845 3.19188
79 H -0.96996 8.11234 5.58105
80 H -1.91541 6.77437 5.05955
81 H 0.50766 1.65025 4.98660
82 H -6.16851 9.91562 1.70601
83 H -6.54820 9.15784 3.21588
84 H -5.34228 10.43217 3.16315
85 H -4.50903 7.71492 -0.09955
86 H -3.34062 6.94047 -2.47993
87 H -4.85752 6.39687 -1.90687
88 H -4.12439 4.23983 -1.74931
89 H -2.51896 4.81804 -2.18986
90 H -2.99197 4.78744 -0.52656
91 C 2.87683 -3.26673 -0.24288
92 N 1.90334 -2.73974 0.74871
93 O 0.76173 -2.57551 0.37456
94 O 2.31960 -2.51204 1.86534
95 H 2.36488 -3.41475 -1.17278
96 H 3.66812 -2.52738 -0.34772
97 H 3.26280 -4.19934 0.14172
98 C 2.94092 -6.74202 -3.22668
99 N 2.90729 -5.94126 -1.97153
100 O 1.87937 -5.35354 -1.69780
101 O 3.91445 -5.92467 -1.29907
102 H 1.97702 -6.65894 -3.71385
103 H 3.73066 -6.33605 -3.85126
104 H 3.15108 -7.77031 -2.95060
105 C -9.97605 0.63212 -1.09842
106 N -8.53470 0.52307 -0.73908
107 O -8.06777 -0.58231 -0.61607
108 O -7.92068 1.56473 -0.59289
109 H -10.38393 -0.36603 -1.19363
110 H -10.47024 1.17988 -0.30216
111 H -10.03734 1.16897 -2.04007
112 C 7.81485 -5.45401 0.36064
113 N 7.33678 -5.10134 -1.00539
114 O 6.68458 -4.08368 -1.12450
115 O 7.63073 -5.85473 -1.90553
116 H 7.47956 -4.69757 1.05098
117 H 7.39531 -6.42067 0.61260
118 H 8.89929 -5.49329 0.32602
119 C -7.46065 6.09750 -3.92718
120 N -7.57038 4.63217 -3.70105
121 O -6.55617 3.97631 -3.80974
122 O -8.66495 4.20252 -3.42052
123 H -6.42987 6.33051 -4.16581
124 H -8.11657 6.36027 -4.75057
125 H -7.77067 6.59073 -3.01065
126 C 8.06262 -4.45916 -5.04158
127 N 8.30024 -5.18908 -6.31726
128 O 8.20111 -6.39915 -6.30030
129 O 8.57675 -4.52248 -7.28932
130 H 7.82790 -5.17686 -4.26550
131 H 8.97158 -3.91670 -4.80073
132 H 7.23102 -3.78049 -5.20404
133 C 4.62773 -4.99812 3.30401
134 N 6.05217 -5.10993 3.71990
135 O 6.38602 -4.56123 4.74215
136 O 6.78557 -5.75127 2.98963
137 H 4.09518 -4.40685 4.03765
138 H 4.61160 -4.51377 2.33229
139 H 4.22281 -6.00376 3.24807
140 C 8.21872 -9.72573 -7.10897
141 N 7.74884 -10.94016 -6.38502
142 O 8.11569 -12.02182 -6.79783
143 O 7.02843 -10.76363 -5.42855
144 H 8.84775 -10.03573 -7.93384
145 H 7.34100 -9.19904 -7.46760
146 H 8.77557 -9.11789 -6.40378
147 C -1.82559 -4.24319 -1.60074
148 N -1.53286 -4.96491 -2.87042
149 O -1.59577 -6.17484 -2.85839
150 O -1.24813 -4.28422 -3.83223
151 H -2.05996 -4.97071 -0.83392
152 H -0.93615 -3.67716 -1.33808
153 H -2.67062 -3.58637 -1.78207
154 C 11.73935 -1.05879 -5.16365
155 N 11.26981 -2.27013 -4.43620
156 O 11.63651 -3.34572 -4.85086
157 O 10.55049 -2.08833 -3.47768
158 H 12.36630 -1.37385 -5.98800
159 H 10.86054 -0.53302 -5.52255
160 H 12.29877 -0.45170 -4.45928
161 C 9.90413 -14.81440 -6.21550
162 N 11.19054 -15.53558 -6.42863
163 O 11.50800 -16.37429 -5.61289
164 O 11.83224 -15.22916 -7.40972
165 H 9.44379 -15.18775 -5.30964
166 H 10.13090 -13.75780 -6.12701
167 H 9.27438 -15.00621 -7.07759
168 C -7.72763 -2.22724 7.94336
169 N -8.02358 -1.78401 6.55448
170 O -8.85578 -0.91513 6.41334
171 O -7.40799 -2.32979 5.66354
172 H -8.34630 -1.65780 8.62544
173 H -7.95620 -3.28631 8.00370
174 H -6.67397 -2.04231 8.12742

---

[2]
9 unconnected molecules or ions with the total composition C40H86N2O14S7 at a distorted geometry. Source: the Open Molecules 2025 dataset; level of theory: the ωB97M-V functional and the def2-TZVPD basis.

As for the SMILES: O=S1(=O)CCCC1.O=S1(=O)CCCC1.O=S1(=O)CCCC1.O=S1(=O)CCCC1.O=S1(=O)CCCC1.O=S1(=O)CCCC1.O=S1(=O)CCCC1.CCN(CC)CC.CCN(CC)CC. Its spin multiplicity is 1. The value obtained for the LUMO energy is 0.0010 Eh. The value obtained for the energy above the lowest of the compared OMol25 structures with the same formula, charge and spin is 3.416 eV. As for the total charge: 0.

Atoms and positions in Å:
1 O -28.58847 20.83398 -0.28242
2 S -27.16085 21.00516 -0.15055
3 O -26.37632 20.08330 0.66327
4 C -26.48718 20.92020 -1.93880
5 C -26.67844 22.35641 -2.43645
6 C -26.20008 23.26436 -1.23911
7 C -26.64094 22.74496 0.16823
8 H -26.90192 20.15262 -2.59218
9 H -25.43444 20.73396 -1.72631
10 H -26.06986 22.72533 -3.26206
11 H -27.71502 22.61880 -2.64797
12 H -26.67753 24.23716 -1.35662
13 H -25.11158 23.32153 -1.23837
14 H -27.30483 23.33335 0.80160
15 H -25.73952 22.72567 0.78074
16 O -28.22108 13.43225 -0.81206
17 S -27.25121 14.53150 -0.46933
18 O -26.47447 14.41212 0.70407
19 C -26.14484 15.02231 -1.90215
20 C -26.56447 16.42183 -2.27293
21 C -27.44263 17.05375 -1.23559
22 C -28.27723 16.01807 -0.54431
23 H -26.07487 14.34907 -2.75652
24 H -25.17629 15.21296 -1.43992
25 H -25.71011 17.03681 -2.55574
26 H -27.12423 16.33516 -3.20420
27 H -27.98244 17.88290 -1.69301
28 H -26.77338 17.47018 -0.48274
29 H -29.01053 15.81573 -1.32498
30 H -28.70452 16.17451 0.44617
31 O -30.44860 17.71417 0.62276
32 S -30.54266 18.13657 2.00662
33 O -30.96350 17.20588 3.06534
34 C -28.94014 18.93693 2.36776
35 C -29.15438 20.12875 3.24988
36 C -30.53052 20.60810 3.23320
37 C -31.39468 19.81466 2.19422
38 H -28.66808 19.38646 1.41277
39 H -28.24151 18.23537 2.82363
40 H -28.85103 19.71525 4.21170
41 H -28.35829 20.87234 3.28753
42 H -30.47691 21.67530 3.01799
43 H -30.96291 20.50158 4.22808
44 H -31.45229 20.23731 1.19114
45 H -32.43483 19.55511 2.39126
46 O -30.56237 20.84153 10.39856
47 S -31.29457 22.01472 9.89907
48 O -31.85869 22.99679 10.77691
49 C -30.14137 23.02584 8.88139
50 C -30.86855 23.26040 7.52517
51 C -31.73535 22.05060 7.27292
52 C -32.44418 21.64841 8.48259
53 H -29.27437 22.38244 8.73156
54 H -29.82443 23.86315 9.50314
55 H -31.45102 24.16013 7.72349
56 H -30.35625 23.61805 6.63201
57 H -31.02157 21.24958 7.08062
58 H -32.32762 22.12692 6.36105
59 H -32.96045 20.69188 8.56398
60 H -33.19738 22.40492 8.70278
61 O -34.78946 13.08720 4.73324
62 S -33.60251 13.53774 4.15766
63 O -32.36349 13.54823 4.94320
64 C -33.54847 12.94441 2.40496
65 C -34.40495 13.97687 1.56518
66 C -34.06180 15.37513 2.13341
67 C -33.79239 15.28042 3.62170
68 H -34.01914 11.96219 2.44749
69 H -32.50102 12.85182 2.11795
70 H -34.10574 13.76087 0.53955
71 H -35.45480 13.72758 1.71931
72 H -34.88938 16.04716 1.90630
73 H -33.15067 15.60006 1.57900
74 H -34.53154 15.79684 4.23412
75 H -32.90484 15.84839 3.90057
76 O -29.20161 19.24128 8.25688
77 S -28.33997 19.80022 7.21254
78 O -28.80640 20.77670 6.30070
79 C -26.69964 20.42181 7.96568
80 C -25.64980 19.41644 7.43152
81 C -26.30451 17.99771 7.26590
82 C -27.53967 18.35851 6.36917
83 H -26.86310 20.47644 9.04196
84 H -26.40559 21.35009 7.47584
85 H -25.27567 19.69466 6.44627
86 H -24.88532 19.33930 8.20464
87 H -26.64356 17.64894 8.24135
88 H -25.55990 17.44596 6.69213
89 H -28.07245 17.41761 6.23141
90 H -27.30590 18.72864 5.37094
91 O -26.60233 14.48054 5.27761
92 S -27.93819 14.67609 4.69394
93 O -28.27414 16.01527 4.17141
94 C -28.40376 13.30047 3.51534
95 C -29.20598 12.24728 4.29785
96 C -29.14475 12.50920 5.80315
97 C -29.26464 14.02634 5.92152
98 H -27.49225 13.12361 2.94439
99 H -29.04972 13.69757 2.73231
100 H -30.23687 12.42171 3.98974
101 H -28.86249 11.26542 3.97218
102 H -28.19242 12.23642 6.25785
103 H -30.01363 12.02936 6.25358
104 H -28.89912 14.44209 6.86048
105 H -30.22194 14.43938 5.60361
106 C -29.55607 26.28719 -1.03902
107 C -30.91565 27.01037 -0.75293
108 N -31.61652 26.42217 0.37628
109 C -32.07687 25.03011 0.28447
110 C -31.50302 24.08213 1.42040
111 C -32.64278 27.32653 0.89512
112 C -32.81244 27.24359 2.42623
113 H -28.99052 26.04998 -0.13792
114 H -28.75419 26.83633 -1.53252
115 H -29.76553 25.36149 -1.57503
116 H -30.75868 28.06389 -0.52149
117 H -31.56797 27.00608 -1.62618
118 H -33.16235 25.05315 0.38098
119 H -32.00243 24.51724 -0.67445
120 H -31.44814 24.65101 2.34855
121 H -32.25249 23.32529 1.65191
122 H -30.51243 23.77366 1.08623
123 H -33.64720 27.04261 0.58106
124 H -32.45975 28.39276 0.76184
125 H -31.86681 27.44288 2.93038
126 H -33.20705 26.25473 2.65979
127 H -33.44609 27.93951 2.97601
128 C -33.01577 17.61915 6.23057
129 C -33.20047 16.37472 7.12490
130 N -33.32922 16.40494 8.61385
131 C -32.12446 17.07930 9.21416
132 C -32.24433 17.19042 10.76991
133 C -33.68693 15.05922 9.21885
134 C -32.64371 13.92530 9.26445
135 H -33.59776 18.46160 6.60430
136 H -32.92304 17.54785 5.14687
137 H -32.07423 18.09568 6.50357
138 H -34.22362 16.01779 7.00713
139 H -32.57917 15.58066 6.71071
140 H -31.21916 16.51824 8.98233
141 H -31.96301 18.00367 8.65957
142 H -31.75823 16.31158 11.19353
143 H -31.58479 17.99842 11.08655
144 H -33.25235 17.14518 11.18216
145 H -34.46441 14.58394 8.62074
146 H -34.20430 15.38846 10.11998
147 H -32.77383 13.48359 10.25241
148 H -31.61161 14.16043 9.00449
149 H -33.01716 13.06288 8.71230

---

Kohn-Sham gap values, unit eV, following the record order: 8.203; 7.762.
DFT total energy values, unit eV, following the record order: -164018.348; -150357.414.